Record 1
57
Properties=species:S:1:pos:R:3:forces:R:3:lowdin_charge:R:1 method="wB97M-V/def2-TZVPD" homo_energy_ev=-8.2 total_charge=0 gap_ev=8.087 smiles="Cc1cc(C)cc(NS(=O)(=O)c2ccc3[nH]cc(C(=O)N4CCc5ccccc54)c(=O)c3c2)c1"
C -3.162 -3.013 3.003 -0.0017 -0.0204 -0.0212 -0.044
C -2.794 -2.569 1.620 0.0608 0.0797 -0.0818 -0.255
C -1.636 -3.045 1.018 -0.0674 0.0964 -0.0865 -0.008
C -1.276 -2.655 -0.263 -0.0794 -0.0889 0.0388 -0.260
C 0.006 -3.132 -0.872 0.0028 0.0900 0.0596 -0.038
C -2.093 -1.768 -0.950 -0.2345 0.1134 0.0131 -0.002
C -3.247 -1.273 -0.354 0.3506 -0.5680 0.5052 -0.314
N -4.063 -0.351 -1.033 -0.5065 0.8453 0.0235 -0.054
S -4.507 1.108 -0.360 0.1539 0.1571 -0.2496 0.665
O -5.038 0.898 0.949 0.2743 -0.2040 0.0517 -0.267
O -5.327 1.755 -1.342 0.2795 -0.0427 -0.1533 -0.289
C -2.980 2.054 -0.232 -0.5155 -0.4133 -0.0383 -0.236
C -3.023 3.391 -0.614 0.0830 0.2326 -0.0437 -0.041
C -1.889 4.165 -0.538 -0.0388 -0.0757 0.0385 0.007
C -0.683 3.597 -0.105 -0.4423 -0.5454 0.0332 -0.172
N 0.460 4.348 -0.037 0.2151 0.4019 -0.0243 0.098
C 1.640 3.803 0.342 0.1164 -0.2918 0.0049 0.003
C 1.781 2.487 0.629 -0.0094 -0.0267 0.1712 -0.060
C 3.105 1.992 1.108 -0.2233 0.1800 -0.1089 -0.401
O 3.733 2.594 1.963 0.1118 0.0859 0.0708 0.084
N 3.554 0.824 0.591 0.1936 0.0207 0.3209 0.033
C 4.662 0.130 1.243 0.3985 0.1097 0.3316 -0.094
C 4.603 -1.304 0.705 -0.0776 -0.0272 0.0521 -0.084
C 3.757 -1.155 -0.526 -0.0719 0.2257 0.0183 -0.160
C 3.545 -2.045 -1.555 -0.0793 0.1332 -0.0651 -0.037
C 2.728 -1.664 -2.612 0.0304 -0.1284 -0.0994 -0.108
C 2.150 -0.407 -2.629 -0.0100 0.0046 -0.0134 -0.081
C 2.360 0.497 -1.597 0.0073 0.0382 -0.0196 -0.006
C 3.150 0.105 -0.530 -0.0400 -0.4842 -0.5932 -0.163
C 0.626 1.587 0.655 -0.0046 0.2328 -0.0013 -0.334
O 0.680 0.410 0.970 -0.0917 0.0355 0.0682 0.091
C -0.637 2.241 0.257 -0.2173 0.1840 -0.0966 -0.041
C -1.812 1.485 0.213 0.1343 -0.0037 0.0573 0.039
C -3.602 -1.682 0.925 0.0579 -0.0610 -0.0258 0.003
H -2.332 -2.848 3.687 0.0142 -0.0016 0.0918 0.083
H -3.392 -4.078 3.008 -0.0356 -0.0539 0.0632 0.084
H -4.029 -2.468 3.365 -0.0588 0.0035 0.0899 0.077
H -1.000 -3.729 1.561 0.0990 -0.1040 0.0715 0.121
H 0.813 -2.463 -0.574 0.1060 0.0146 -0.0360 0.073
H -0.049 -3.129 -1.958 0.0530 -0.0207 -0.0864 0.077
H 0.251 -4.135 -0.530 0.0488 -0.0881 -0.0054 0.081
H -1.824 -1.446 -1.947 0.0676 0.0650 -0.1213 0.120
H -3.845 -0.231 -2.011 -0.0461 0.0702 -0.1552 0.120
H -3.960 3.790 -0.968 -0.0520 0.1618 -0.0710 0.116
H -1.915 5.209 -0.816 -0.0348 0.1063 -0.0493 0.116
H 0.406 5.331 -0.262 0.0730 -0.1912 0.0491 0.161
H 2.490 4.468 0.386 0.0077 0.0640 0.0421 0.147
H 4.538 0.200 2.325 0.0700 0.0110 -0.1091 0.129
H 5.604 0.623 0.977 -0.0646 -0.0651 0.0747 0.132
H 5.593 -1.703 0.483 -0.0099 0.0088 0.0476 0.119
H 4.116 -1.975 1.416 0.0364 0.0015 0.0343 0.123
H 4.012 -3.018 -1.543 0.0618 -0.1099 0.0010 0.115
H 2.553 -2.349 -3.428 -0.0248 -0.0591 -0.0913 0.101
H 1.532 -0.114 -3.465 -0.0541 0.0259 -0.0784 0.103
H 1.921 1.481 -1.646 -0.0113 0.0302 -0.0298 0.109
H -1.759 0.455 0.525 0.0942 -0.0798 0.0517 0.117
H -4.496 -1.279 1.372 -0.0987 -0.0752 0.0794 0.105

Record 2
12
Properties=species:S:1:pos:R:3:forces:R:3:lowdin_spin:R:1 method="wB97M-V/def2-TZVPD" homo_energy_ev="-11.0 / -15.6" total_charge=+1 multiplicity=3 gap_ev="6.607 / 7.011"
C -1.480 -0.073 0.069 -2.6691 1.2843 0.1768 0.483
C -0.224 -0.359 -0.063 9.4895 -0.8846 0.2637 0.449
C 1.899 1.080 -0.011 5.3706 2.4727 0.0954 0.471
C -2.657 0.406 -0.049 0.0044 0.0507 2.0718 0.158
C 0.950 -1.313 -0.025 -0.3565 -2.1717 -0.4066 0.070
N 1.185 0.066 -0.033 -9.2196 -5.2302 -0.5107 0.194
H 2.993 0.788 0.030 -1.2632 1.5203 -0.2349 0.025
H 1.303 1.923 0.124 0.3428 2.0673 0.2892 0.032
H -3.107 0.724 0.902 -0.2234 0.5164 -0.4351 0.040
H -3.176 0.470 -0.949 -1.2620 -0.2456 -1.4530 0.028
H 1.323 -1.733 0.961 -0.9905 -0.3100 -1.1041 0.029
H 0.989 -1.979 -0.956 0.7771 0.9303 1.2476 0.021

Record 3
43
Properties=species:S:1:pos:R:3:forces:R:3:lowdin_charge:R:1 method="wB97M-V/def2-TZVPD" homo_energy_ev="-20.0 / -20.0" total_charge=+4 gap_ev="5.377 / 3.357"
Sn -0.148 0.088 -0.086 -0.7873 -0.7260 -0.4780 1.574
O -5.787 0.274 -4.301 0.2050 -0.0335 0.1825 -0.021
C -5.461 1.427 -3.573 -0.3196 0.1323 -0.0651 -0.176
C -4.252 1.132 -2.753 0.0377 0.0540 -0.0692 -0.091
C -3.472 2.144 -2.198 -0.0161 -0.0380 0.0297 0.061
C -2.366 1.798 -1.459 -0.0941 -0.0139 0.0361 -0.091
N -2.002 0.514 -1.240 0.3429 0.2666 0.1339 -0.136
C -2.757 -0.479 -1.775 -0.0478 -0.1065 0.0130 -0.185
C -3.871 -0.197 -2.523 -0.0235 -0.0662 -0.0330 0.103
C -2.302 -1.862 -1.482 -0.0842 0.1446 -0.0003 -0.167
C -2.986 -3.006 -1.874 -0.0892 -0.0513 -0.0782 0.100
C -2.482 -4.252 -1.519 -0.1444 0.0714 0.1165 -0.122
C -3.246 -5.530 -1.811 0.4261 0.1984 0.2806 -0.067
O -4.487 -5.528 -1.253 -0.0824 -0.0774 -0.0604 0.309
C -1.287 -4.338 -0.816 -0.0038 -0.0212 -0.0840 0.062
C -0.668 -3.156 -0.447 -0.0123 -0.0471 -0.0694 -0.059
N -1.168 -1.954 -0.769 0.4593 0.0300 0.3044 -0.059
H -6.501 0.448 -4.920 -0.1483 0.0766 -0.0757 0.128
H -6.265 1.728 -2.883 0.0010 -0.0844 0.0938 0.165
H -5.290 2.312 -4.195 0.1771 -0.0918 -0.1400 0.156
H -3.715 3.188 -2.352 0.0155 -0.0016 0.0225 0.153
H -1.747 2.566 -1.014 0.0358 0.0138 -0.0087 0.113
H -4.478 -0.976 -2.961 0.0066 0.0206 -0.0478 0.131
H -3.897 -2.927 -2.453 -0.0181 0.0308 0.0470 0.145
H -2.702 -6.466 -1.589 -0.0649 -0.0830 -0.1833 0.196
H -3.408 -5.608 -2.943 -0.0688 -0.1769 0.0477 0.262
H -4.905 -6.428 -1.187 -0.0366 0.0845 -0.1277 0.225
H -0.837 -5.284 -0.540 -0.0189 0.0109 0.0412 0.152
H 0.247 -3.186 0.129 0.0327 0.0360 -0.0046 0.135
C 2.057 5.944 1.078 -0.1180 0.1155 -0.0800 0.020
C 2.389 4.542 1.348 -0.0570 -0.1503 -0.0353 -0.125
C 3.502 4.157 2.119 -0.0148 0.1164 -0.0282 0.066
C 3.738 2.830 2.330 -0.0080 -0.0946 -0.0078 0.004
C 2.844 1.877 1.761 -0.1427 0.2170 -0.0975 -0.707
Br 3.155 0.105 2.045 0.1138 -0.2483 0.0832 1.000
N 1.759 2.195 1.010 0.2523 0.4849 0.1408 -0.057
C 1.553 3.477 0.816 0.2461 0.0801 0.1808 -0.015
H 2.779 6.637 1.500 0.0142 -0.0049 -0.0068 0.115
H 1.060 6.187 1.473 0.0193 -0.0538 0.0551 0.136
H 1.963 6.122 -0.002 0.0627 -0.0356 -0.0012 0.132
H 4.163 4.908 2.536 -0.0166 0.0077 -0.0017 0.159
H 4.584 2.494 2.916 -0.0308 -0.0651 -0.0178 0.142
H 0.693 3.753 0.215 0.0003 0.0793 -0.0071 0.133

Record 4
13
Properties=species:S:1:pos:R:3:forces:R:3:lowdin_charge:R:1 method="wB97M-V/def2-TZVPD" homo_energy_ev=-9.7 total_charge=0 gap_ev=10.613 smiles="N#C[C@@H]1C=CCN1"
N 2.753 -0.006 -0.687 1.7691 0.1150 -1.3765 0.160
C 1.844 0.059 -0.015 -1.4142 -0.2932 1.3354 -0.204
C 0.670 -0.029 0.870 -0.7059 2.2558 1.1423 -0.314
C -0.141 -1.239 0.456 0.5916 0.7475 -1.1042 -0.027
C -1.035 -0.841 -0.470 0.8683 -1.0707 2.7298 -0.059
C -1.032 0.599 -0.571 -0.4558 0.8976 0.8436 -0.247
N -0.328 1.076 0.621 1.4922 -0.4767 -0.8690 -0.002
H 1.028 0.173 1.923 -0.3996 -1.0680 -0.9343 0.158
H 0.406 -2.140 0.594 -0.5944 -1.1929 0.1676 0.101
H -1.746 -1.381 -1.015 -0.5211 -1.1699 -0.7784 0.098
H -0.622 0.748 -1.536 1.1068 0.9750 -1.1795 0.116
H -1.985 1.046 -0.582 -1.4348 0.4451 -0.1227 0.105
H 0.188 1.935 0.414 -0.3022 -0.1647 0.1461 0.114

Record 5
15
Properties=species:S:1:pos:R:3:forces:R:3:lowdin_charge:R:1 method="wB97M-V/def2-TZVPD" homo_energy_ev=-8.6 total_charge=0 gap_ev=8.887 smiles=CC(C)(C)[SeH]
C 0.624 0.849 0.912 -0.4082 -1.7824 -0.4615 -0.173
C 0.220 -0.302 -0.023 0.7820 1.1099 0.8259 -0.941
C -0.599 -1.192 0.843 0.5683 2.2740 4.1057 -0.143
C -0.592 0.108 -1.292 5.0933 -2.5829 -1.3122 -0.112
Se 1.963 -1.093 -0.524 -0.2683 1.6388 -3.1644 0.741
H 1.087 0.571 1.832 0.5548 -0.7670 0.3574 0.073
H 1.215 1.519 0.448 2.5086 2.1412 -1.7694 0.028
H -0.155 1.437 1.205 -2.9850 1.3848 0.7968 0.055
H -0.340 -1.070 2.016 -0.0962 -0.7235 -2.7161 0.142
H -1.619 -0.911 0.877 -1.2421 0.6638 -0.3738 0.068
H -0.593 -2.147 0.554 0.1907 -3.9842 -0.8775 0.022
H -0.667 -0.913 -1.900 -0.0898 2.5258 0.8596 0.125
H -1.465 0.374 -0.868 -3.3133 1.4379 0.4844 0.021
H 0.050 0.911 -1.816 -1.6293 -1.2005 0.4438 0.087
H 1.949 -0.042 -1.986 0.3345 -2.1356 2.8014 0.008

Record 6
80
Properties=species:S:1:pos:R:3:forces:R:3:lowdin_spin:R:1 method="wB97M-V/def2-TZVPD" homo_energy_ev="-13.2 / -13.7" total_charge=+2 multiplicity=3 gap_ev="7.701 / 4.835"
N -4.399 2.378 -3.580 0.0509 0.0204 -0.0845 -0.003
C -4.431 2.521 -2.259 0.5386 -0.6218 0.3349 0.000
C -3.510 1.880 -1.404 0.1698 0.0401 -0.1179 -0.004
C -2.469 1.119 -1.973 -0.0327 -0.4825 -0.8107 0.001
C -2.458 0.965 -3.363 -0.2615 0.3936 -0.1007 -0.001
C -3.448 1.617 -4.119 0.4491 -0.3824 0.1850 0.001
C -1.307 0.670 -1.115 -0.2499 2.2816 0.6643 -0.028
Ni 0.319 -0.334 -1.195 -1.0108 -1.5969 0.0455 0.489
P 2.972 -0.515 -0.200 1.1315 1.2800 0.9288 0.556
C -0.058 1.448 -1.331 -2.6376 2.2543 0.7298 0.186
C 0.391 2.404 -0.299 0.3946 -0.6758 -0.3607 0.018
C 1.366 3.347 -0.663 -0.1197 0.1307 0.1544 0.050
C 1.962 4.147 0.297 -0.2140 -0.2085 0.2281 -0.007
C 1.541 4.069 1.639 -0.9187 -0.9891 -1.2717 0.070
C 0.465 3.227 1.982 0.3090 -0.1715 -0.4712 -0.010
C -0.092 2.382 1.027 -0.0338 0.2699 -0.0355 0.054
Br 2.335 5.099 2.913 0.5887 0.7336 0.9101 0.032
H -1.681 0.536 -0.079 0.5458 0.5452 -0.3698 -0.001
H 0.193 1.701 -2.379 -0.4081 0.1664 0.4921 0.013
H -3.584 2.031 -0.321 0.0893 -0.0799 -0.4002 0.000
H -1.659 0.392 -3.849 -0.3896 0.1983 0.0952 0.000
H -5.220 3.161 -1.852 0.2818 -0.2574 -0.1062 0.000
H -3.453 1.518 -5.210 -0.0514 0.0606 0.4027 0.000
H 1.606 3.467 -1.724 0.1921 -0.1100 0.3986 0.002
H -0.943 1.750 1.306 0.5672 0.1516 0.0123 0.002
H 2.771 4.803 0.016 -0.0401 0.2524 0.0530 -0.002
H 0.083 3.208 2.997 0.0841 0.1622 -0.1100 -0.002
P -1.123 -1.910 -0.919 -0.7604 -1.7402 0.0476 0.075
C 3.679 1.172 -0.262 0.0460 0.0342 -0.3985 0.069
C 5.203 1.316 -0.102 0.1889 -0.0811 -0.0840 0.016
H 3.157 1.710 0.541 0.0463 -0.1040 -0.1695 0.009
H 3.357 1.609 -1.222 0.0741 -0.0880 0.3470 0.004
H 5.437 2.364 0.130 -0.1060 -0.3542 -0.0215 0.000
H 5.592 0.681 0.705 -0.0436 0.2367 -0.2131 0.002
H 5.723 1.070 -1.038 -0.1290 -0.0531 0.3366 0.001
C 2.131 -0.936 -1.729 0.4153 -0.5963 -0.0786 0.149
C 3.047 -1.747 -2.665 -0.0350 -0.0131 0.1534 0.032
H 1.753 0.018 -2.190 0.6371 -0.1881 -0.3450 0.027
H 1.242 -1.628 -1.480 0.8960 -0.4080 -0.2064 0.009
H 2.515 -2.006 -3.588 0.3017 0.1146 0.2518 0.000
H 3.945 -1.156 -2.891 -0.2320 -0.3075 -0.0511 0.004
H 3.330 -2.665 -2.128 0.0601 0.2386 -0.4228 0.008
C 2.245 -0.707 1.454 -0.6823 -0.5344 -0.1029 0.085
C 3.249 -1.206 2.502 0.3994 0.0056 0.1017 0.018
H 1.427 -1.432 1.360 0.3333 0.3922 0.0941 0.000
H 1.804 0.265 1.722 -0.0003 -0.1855 -0.1226 0.015
H 2.708 -1.679 3.333 0.1572 0.1600 -0.2607 0.000
H 3.934 -1.948 2.069 -0.1869 0.1343 0.2639 0.005
H 3.847 -0.383 2.913 -0.1049 -0.2148 -0.1410 0.000
C -0.907 -2.457 0.832 0.2018 0.2524 -0.1396 0.011
C -1.336 -3.879 1.138 0.0369 -0.4592 0.0638 0.005
H -1.400 -1.731 1.497 0.1130 -0.0593 -0.3369 0.000
H 0.164 -2.361 1.063 -0.4360 -0.1801 -0.1946 0.000
H -2.405 -4.051 0.975 0.3092 0.0051 0.0469 0.000
H -0.765 -4.593 0.536 -0.1786 -0.0166 0.1070 0.000
H -1.112 -4.088 2.193 -0.1431 -0.0299 -0.2392 0.001
C -0.493 -3.235 -2.038 0.0717 -0.1491 0.4772 0.021
C -0.113 -2.764 -3.439 -0.0173 -0.0182 -0.3642 0.001
H -1.302 -3.972 -2.109 0.4198 -0.0635 0.0792 0.004
H 0.348 -3.711 -1.516 0.0003 -0.0249 -0.1720 0.000
H -1.000 -2.683 -4.080 0.2622 -0.0204 0.1397 0.000
H 0.386 -1.783 -3.456 -0.2405 -0.2765 0.0027 0.000
H 0.575 -3.494 -3.884 -0.2552 0.1723 -0.0872 0.000
C -2.914 -2.102 -1.269 -0.2247 0.2291 -0.3720 0.006
C -3.810 -1.958 -0.048 -0.4864 0.1742 0.3109 0.000
H -3.071 -3.108 -1.704 0.2842 0.5530 0.1224 0.002
H -3.180 -1.373 -2.047 0.0259 -0.1936 0.1708 0.001
H -4.788 -1.571 -0.357 0.1715 -0.1321 0.1496 0.000
H -3.966 -2.932 0.439 -0.0195 0.4718 -0.1367 0.000
H -3.398 -1.269 0.696 -0.1694 -0.0301 -0.0513 0.000
C 0.220 0.537 4.668 0.0036 -0.1101 0.1185 0.000
S -1.451 0.027 4.181 -0.0900 0.0209 0.1580 0.000
C -2.345 1.510 4.673 0.1400 0.3261 0.0752 0.000
O -1.475 0.009 2.678 0.1974 0.0318 -0.2463 0.000
H 0.160 1.049 5.640 0.1232 -0.1900 -0.3209 0.000
H 0.645 1.195 3.891 -0.2731 -0.2037 0.3332 0.000
H 0.819 -0.381 4.771 -0.1736 0.3917 -0.0328 0.000
H -1.702 2.396 4.546 -0.3559 -0.2771 0.0352 0.000
H -3.232 1.581 4.028 0.2969 -0.1069 0.2516 0.000
H -2.649 1.397 5.724 0.1062 0.0997 -0.3231 0.000